{
  "formula": "C72H176N12O19",
  "method": "ωB97M-V with the def2-TZVPD basis set",
  "lumo_ev": 0.39,
  "homo_energy_ha": -0.3082,
  "smiles": "CC1(C)CCCC(C)(C)N1O.CC1(C)CCCC(C)(C)N1O.COC[C@H](C)N.COC[C@H](C)N.COC[C@H](C)N.COCCNCCOC.COCCNCCOC.COCCNCCOC.COCCNCCOC.COCCNCCOC.COCCNCCOC.COCCNCCOC",
  "max_force_ha_per_bohr": 0.1059,
  "homo_lumo_gap_ev": 8.7811,
  "relative_energy_kj_mol": 664.2,
  "e_tot_ev": -134277.1527,
  "spin_multiplicity": 1,
  "symbols": ["C", "C", "C", "O", "C", "N", "H", "H", "H", "H", "H", "H", "H", "H", "H", "H", "H", "C", "C", "C", "O", "C", "N", "H", "H", "H", "H", "H", "H", "H", "H", "H", "H", "H", "C", "C", "C", "O", "C", "N", "H", "H", "H", "H", "H", "H", "H", "H", "H", "H", "H", "C", "O", "C", "C", "N", "C", "C", "O", "C", "H", "H", "H", "H", "H", "H", "H", "H", "H", "H", "H", "H", "H", "H", "H", "C", "O", "C", "C", "N", "C", "C", "O", "C", "H", "H", "H", "H", "H", "H", "H", "H", "H", "H", "H", "H", "H", "H", "H", "C", "O", "C", "C", "N", "C", "C", "O", "C", "H", "H", "H", "H", "H", "H", "H", "H", "H", "H", "H", "H", "H", "H", "H", "C", "O", "C", "C", "N", "C", "C", "O", "C", "H", "H", "H", "H", "H", "H", "H", "H", "H", "H", "H", "H", "H", "H", "H", "C", "O", "C", "C", "N", "C", "C", "O", "C", "H", "H", "H", "H", "H", "H", "H", "H", "H", "H", "H", "H", "H", "H", "H", "C", "O", "C", "C", "N", "C", "C", "O", "C", "H", "H", "H", "H", "H", "H", "H", "H", "H", "H", "H", "H", "H", "H", "H", "C", "O", "C", "C", "N", "C", "C", "O", "C", "H", "H", "H", "H", "H", "H", "H", "H", "H", "H", "H", "H", "H", "H", "H", "C", "C", "C", "C", "C", "C", "N", "O", "C", "C", "C", "H", "H", "H", "H", "H", "H", "H", "H", "H", "H", "H", "H", "H", "H", "H", "H", "H", "H", "H", "C", "C", "C", "C", "C", "C", "N", "O", "C", "C", "C", "H", "H", "H", "H", "H", "H", "H", "H", "H", "H", "H", "H", "H", "H", "H", "H", "H", "H", "H"],
  "xyz": [[8.207, 1.579, -23.340], [8.187, 2.006, -21.800], [6.770, 1.761, -21.329], [5.770, 2.515, -21.959], [5.935, 3.909, -21.710], [8.973, 1.064, -21.112], [9.232, 1.564, -23.710], [7.387, 2.145, -23.784], [7.947, 0.531, -23.488], [8.508, 3.043, -21.701], [6.535, 1.878, -20.271], [6.518, 0.717, -21.512], [5.162, 4.499, -22.202], [6.737, 4.307, -22.331], [6.040, 4.340, -20.715], [8.793, 0.109, -21.387], [9.933, 1.192, -21.401], [4.407, -0.613, -29.373], [4.122, -1.595, -28.225], [5.212, -1.536, -27.105], [6.435, -1.816, -27.803], [7.562, -1.880, -27.071], [2.838, -1.268, -27.602], [3.820, -0.744, -30.283], [5.403, -0.571, -29.813], [4.479, 0.398, -28.971], [4.061, -2.590, -28.665], [4.890, -2.243, -26.340], [5.319, -0.556, -26.641], [8.490, -1.725, -27.620], [7.724, -2.910, -26.752], [7.443, -1.324, -26.141], [2.041, -1.467, -28.190], [2.712, -1.894, -26.819], [2.735, 1.966, -33.217], [3.600, 3.007, -33.916], [3.294, 3.184, -35.423], [4.089, 4.103, -36.130], [3.936, 4.408, -37.484], [3.476, 4.286, -33.212], [2.841, 1.904, -32.134], [3.039, 0.997, -33.611], [1.687, 2.197, -33.412], [4.599, 2.571, -33.933], [2.284, 3.580, -35.533], [3.156, 2.222, -35.917], [2.937, 4.553, -37.896], [4.502, 3.759, -38.153], [4.436, 5.374, -37.550], [3.974, 5.114, -33.504], [4.012, 4.167, -32.364], [4.895, 3.548, -29.668], [5.338, 3.879, -30.903], [6.655, 4.570, -31.085], [6.963, 5.143, -32.365], [6.400, 6.490, -32.472], [7.313, 7.580, -32.100], [7.292, 7.893, -30.630], [8.070, 9.047, -30.388], [7.426, 10.253, -30.637], [5.623, 2.894, -29.189], [3.930, 3.041, -29.642], [4.694, 4.431, -29.061], [7.323, 3.709, -31.110], [6.889, 5.133, -30.182], [6.373, 4.549, -33.063], [8.031, 5.127, -32.582], [5.555, 6.462, -31.920], [6.870, 8.431, -32.618], [8.356, 7.561, -32.415], [7.662, 7.142, -29.932], [6.252, 7.971, -30.314], [6.737, 10.386, -29.802], [6.822, 10.374, -31.536], [8.131, 11.080, -30.549], [-1.033, 0.186, -25.824], [-1.856, -0.912, -25.618], [-3.154, -0.762, -25.174], [-3.643, -2.207, -24.810], [-2.733, -2.843, -23.811], [-2.769, -2.387, -22.460], [-1.425, -3.084, -21.848], [-0.194, -2.743, -22.426], [0.898, -2.701, -21.590], [-1.568, 0.735, -26.599], [-0.096, -0.060, -26.324], [-0.818, 0.831, -24.972], [-3.896, -0.207, -25.750], [-3.085, -0.045, -24.355], [-3.561, -2.893, -25.653], [-4.688, -2.147, -24.504], [-1.865, -2.435, -24.128], [-3.692, -2.506, -21.892], [-2.572, -1.316, -22.421], [-1.562, -4.163, -21.781], [-1.432, -2.647, -20.849], [1.793, -2.425, -22.148], [1.120, -3.656, -21.113], [0.852, -2.212, -20.617], [1.121, -1.265, -33.044], [0.643, -2.364, -32.149], [0.320, -1.860, -30.829], [-0.306, -2.958, -30.018], [0.426, -2.889, -28.700], [-0.516, -3.309, -27.650], [0.275, -3.389, -26.357], [1.512, -3.981, -26.436], [2.047, -4.100, -25.158], [1.208, -1.617, -34.072], [2.130, -0.975, -32.749], [0.283, -0.568, -33.022], [-0.379, -1.027, -30.883], [1.220, -1.502, -30.327], [-0.315, -3.940, -30.491], [-1.295, -2.652, -29.676], [1.246, -3.473, -28.616], [-0.963, -4.257, -27.951], [-1.237, -2.498, -27.549], [-0.345, -3.639, -25.496], [0.400, -2.382, -25.957], [3.060, -4.483, -25.277], [1.567, -4.847, -24.526], [1.969, -3.152, -24.627], [1.606, 0.231, -23.583], [1.433, 1.557, -24.086], [2.390, 2.432, -23.628], [1.807, 3.952, -23.759], [1.213, 4.302, -24.980], [2.169, 4.361, -26.066], [2.100, 3.067, -26.922], [1.097, 3.154, -27.788], [1.025, 2.113, -28.690], [2.674, 0.019, -23.632], [1.370, -0.603, -24.245], [1.248, 0.045, -22.571], [3.332, 2.328, -24.167], [2.679, 2.371, -22.579], [2.502, 4.770, -23.569], [1.191, 3.869, -22.863], [0.718, 3.453, -25.214], [3.166, 4.443, -25.632], [1.965, 5.275, -26.624], [2.062, 2.145, -26.342], [3.017, 3.106, -27.509], [0.085, 2.316, -29.202], [1.074, 1.055, -28.431], [1.864, 2.112, -29.385], [6.841, -2.615, -23.116], [7.629, -3.698, -23.627], [8.735, -3.795, -22.613], [9.410, -5.068, -22.960], [10.165, -4.767, -24.129], [10.420, -5.944, -24.890], [11.165, -5.594, -26.261], [10.266, -4.798, -27.030], [9.170, -5.503, -27.672], [7.468, -1.730, -23.007], [6.268, -2.918, -22.241], [6.178, -2.286, -23.916], [8.394, -3.871, -21.580], [9.295, -2.865, -22.510], [8.646, -5.815, -23.178], [10.017, -5.449, -22.139], [9.532, -4.203, -24.679], [9.477, -6.361, -25.243], [10.971, -6.648, -24.267], [11.536, -6.445, -26.831], [12.107, -5.080, -26.065], [9.354, -6.493, -28.089], [8.853, -5.066, -28.619], [8.302, -5.482, -27.013], [9.438, -5.857, -33.756], [9.269, -4.775, -34.602], [10.217, -3.746, -34.319], [9.551, -2.378, -34.719], [8.492, -1.990, -33.714], [7.551, -1.087, -34.340], [6.634, -0.519, -33.274], [7.292, 0.484, -32.547], [8.351, 0.053, -31.711], [9.748, -6.649, -34.438], [8.458, -6.177, -33.403], [10.067, -5.814, -32.866], [11.078, -3.916, -34.965], [10.631, -3.719, -33.312], [9.132, -2.293, -35.722], [10.374, -1.664, -34.697], [8.059, -2.781, -33.258], [7.061, -1.709, -35.088], [8.021, -0.284, -34.908], [6.300, -1.316, -32.611], [5.665, -0.128, -33.585], [8.536, 0.791, -30.931], [9.269, -0.050, -32.290], [8.278, -0.897, -31.183], [12.493, 5.302, -34.161], [12.744, 4.682, -32.914], [12.279, 5.485, -31.767], [12.798, 4.679, -30.640], [12.107, 3.429, -30.424], [12.704, 2.578, -29.450], [11.816, 2.520, -28.173], [11.538, 1.211, -27.755], [10.611, 0.556, -28.576], [13.161, 6.138, -34.367], [11.421, 5.498, -34.185], [12.708, 4.519, -34.888], [11.190, 5.527, -31.754], [12.805, 6.433, -31.885], [12.815, 5.224, -29.697], [13.819, 4.386, -30.889], [12.041, 2.947, -31.310], [13.573, 3.117, -29.075], [13.035, 1.644, -29.905], [10.983, 3.223, -28.131], [12.563, 2.750, -27.414], [10.814, -0.504, -28.422], [10.733, 0.640, -29.656], [9.610, 0.922, -28.347], [6.135, -7.269, -25.683], [5.131, -7.482, -24.498], [5.447, -8.897, -23.877], [4.887, -9.153, -22.561], [5.384, -8.065, -21.662], [4.853, -6.696, -22.136], [5.391, -6.413, -23.567], [4.990, -5.158, -24.187], [3.368, -6.619, -21.983], [5.381, -5.695, -21.143], [3.617, -7.612, -24.994], [5.916, -6.332, -26.194], [6.250, -8.185, -26.262], [7.193, -7.162, -25.447], [5.015, -9.555, -24.631], [6.526, -9.053, -23.908], [5.145, -10.140, -22.176], [3.809, -8.995, -22.525], [6.461, -8.034, -21.830], [5.158, -8.146, -20.599], [2.854, -7.136, -22.793], [3.018, -7.118, -21.080], [2.898, -5.638, -22.046], [5.505, -4.717, -21.607], [4.852, -5.462, -20.218], [6.408, -5.959, -20.893], [3.564, -7.814, -26.064], [3.205, -6.613, -24.852], [3.019, -8.454, -24.647], [5.853, -4.738, -24.176], [4.941, -7.349, -31.383], [4.041, -8.076, -30.326], [4.130, -7.469, -28.956], [3.310, -6.170, -28.756], [1.895, -6.489, -29.091], [1.756, -7.025, -30.495], [2.604, -8.208, -30.732], [2.520, -8.673, -32.089], [0.329, -7.538, -30.672], [1.979, -5.864, -31.546], [4.576, -9.481, -30.112], [5.900, -7.180, -30.893], [4.571, -6.353, -31.623], [5.152, -7.853, -32.326], [3.631, -8.137, -28.254], [5.172, -7.422, -28.639], [3.656, -5.298, -29.312], [3.266, -5.930, -27.694], [1.422, -5.509, -29.150], [1.497, -7.080, -28.265], [0.242, -7.843, -31.715], [0.040, -8.357, -30.013], [-0.330, -6.673, -30.610], [0.982, -5.711, -31.958], [2.576, -5.012, -31.220], [2.472, -6.258, -32.434], [5.311, -9.731, -29.347], [5.147, -9.862, -30.958], [3.906, -10.208, -29.652], [2.031, -9.473, -31.884]],
  "mulliken_charge": [-0.6654, 0.2626, -0.7005, -0.1167, -0.8401, -0.7547, 0.4517, 0.3455, -0.2318, 0.4315, 0.4903, -0.0093, 0.2087, 0.3356, 0.3541, 0.2199, 0.3035, -1.7516, 2.1464, -0.6310, -0.1750, -0.0886, 0.4491, 0.3000, 0.3879, 0.2936, -0.9199, -0.0306, 0.4526, 0.0843, -0.0308, 0.0795, -0.4462, -0.3366, -1.2843, 1.8161, -1.2190, -0.2614, -0.7981, -0.8013, 0.1363, 0.2124, 0.4141, -0.1862, 0.4667, 0.3930, 0.3061, 0.2860, 0.2539, 0.4476, -0.1419, -0.4064, -0.1421, -0.4029, -0.3219, -0.3335, -0.5902, -0.3744, -0.3737, -0.7407, 0.4170, -0.5338, 0.5429, 0.1351, 0.3204, 0.1098, 0.2722, 0.2343, 0.3952, 0.2940, 0.2139, 0.3514, 0.2931, 0.3105, 0.2731, -0.7878, 0.2310, -0.6832, -0.8406, -0.2551, -0.5517, -0.7503, -0.0694, -0.9962, 0.5282, -0.2591, 0.4382, 0.4502, 0.4124, 0.3286, 0.4185, 0.0028, 0.4585, 0.2114, 0.3141, 0.4760, 0.1999, 0.4180, 0.4453, -0.5797, -0.4835, 0.3072, -0.6419, 0.0207, -1.2695, -0.2194, 0.1927, 0.6673, 0.3580, 0.0588, 0.3817, 0.3783, -0.1990, 0.0879, 0.4664, -0.0013, 0.2795, 0.7384, 0.7115, -0.6083, -0.8977, 0.6027, -0.2898, -0.7422, -0.1483, -0.3776, -1.0893, -0.3707, -0.9965, 0.8377, -0.4483, 0.1242, 0.5863, -0.1226, 0.2998, 0.2947, 0.5152, 0.3875, 0.4281, 0.3451, 0.3202, 0.4654, -0.0476, -0.3743, 0.3439, -0.1474, -0.1536, -0.5272, 0.4242, -0.9671, -0.4193, -0.4191, 0.1971, -0.8106, -0.2876, -0.6136, 0.0925, 0.0169, -0.0292, 0.6195, 0.2810, 0.1234, 0.3673, 0.2979, -0.4356, 0.5357, 0.4140, 0.3125, 0.3233, 0.3933, 0.0158, -0.6307, -0.3061, -0.6045, -0.7393, -0.0161, -0.8906, -0.3375, -0.2610, -0.5729, 0.2804, 0.1366, 0.3353, 0.3917, 0.3588, 0.3587, 0.3181, 0.1920, 0.5463, 0.3463, 0.1856, 0.2259, 0.0877, 0.3274, 0.2898, -0.6366, -0.3405, -0.2804, -0.8151, -0.1401, -0.7197, -0.5383, -0.4017, -0.6198, 0.2589, 0.2171, 0.2439, 0.0797, 0.4106, 0.4307, 0.3916, 0.2360, 0.4457, 0.3832, 0.3109, 0.2392, 0.2935, 0.2633, 0.3136, -2.1293, 2.1405, -1.7198, -0.6275, -1.4815, 1.8224, 0.3360, 1.0572, -2.0322, -1.5288, -1.1473, 0.1753, 0.6794, 0.1272, 0.5007, 0.4831, 0.4570, 0.3055, 0.3340, 0.5086, 0.4057, 0.4250, 0.3480, -0.0504, 0.3605, 0.4385, -0.1508, 0.2141, 0.3166, -0.4482, -1.8550, 2.4992, -1.8804, 0.6904, -0.6462, 2.0933, 0.0646, -0.4797, -2.0823, -1.6591, -2.1572, 0.5016, 0.2513, 0.3735, 0.2117, 0.6553, 0.0687, -0.4103, -1.0283, 0.7589, 0.6036, 0.3452, 0.3898, 0.4359, 0.1975, 0.4159, 0.3518, 0.3866, 0.4637, 0.3857]
}